128
Properties=species:S:1:pos:R:3:forces:R:3 method="wB97M-V/def2-TZVPD" max_force_ha_per_bohr=0.057 lumo_ev=0.33 charge=0 orbital_gap_ev=9.91 e_tot_ha=-2209.529844 e_above_lowest_kcal_mol=38.61 smiles=CC(C)O.CC(C)O.CC(C)O.CC(C)O.CC(C)O.CC(C)O.CC(C)O.CC(C)O.CC(C)O.OCCO.OCCO homo_ev=-9.582
C 1.03430 -4.33196 -2.27266 0.45 0.71 -0.46
H -4.97637 3.12543 -0.38401 -0.56 -0.45 0.19
H -1.59966 -1.83203 1.16963 0.38 -0.53 0.31
H 0.57748 2.03291 2.28869 0.47 0.15 -0.34
H 2.19389 0.03565 -6.88371 0.17 -0.02 -0.15
H 0.34872 -3.49006 -2.17622 0.07 0.21 0.10
H -1.39863 3.48335 2.11499 -0.19 0.00 0.27
H -3.68734 0.78476 0.20284 -0.72 0.06 -0.25
H 4.26308 1.86652 -4.10496 0.20 0.33 -0.23
C -0.22209 -0.72092 0.26902 -0.16 -0.92 -0.30
H 1.93816 5.48636 -1.52474 -0.48 -0.41 0.53
H 4.25243 -3.26913 -1.64170 0.18 0.30 -0.33
C 2.73679 -1.80646 2.27120 0.68 -0.40 1.08
C 2.54463 0.95735 -6.41945 -0.19 -0.76 0.70
H 1.02163 -4.88182 -1.33160 0.24 0.01 0.02
C -0.38024 -4.24991 2.84288 -1.56 -1.10 0.03
C 3.17515 -3.27036 -1.47574 1.48 -0.39 0.18
C -0.12725 0.07282 -1.03399 -1.46 1.64 0.27
H 0.06927 -4.95884 0.72824 0.03 0.31 0.24
H 0.70141 0.62024 5.92706 0.25 0.39 0.14
C -4.92878 2.78924 1.80912 0.08 -0.29 -0.81
O 1.16187 0.41810 -1.47016 0.60 -1.77 -0.49
H 5.26162 -1.12901 2.64446 0.32 0.25 -0.07
C -0.33756 0.79510 5.64768 1.09 0.65 -1.03
O 2.04695 2.83261 -0.47958 -0.14 -2.21 0.11
H -2.72259 0.07477 4.55274 0.12 0.04 0.24
C -2.08810 2.05676 -4.30440 -0.23 0.59 0.32
H -2.96924 -1.38690 -0.66341 0.42 0.18 0.25
H -2.17274 -4.88879 4.11193 0.16 -0.05 -0.32
O 3.16052 -5.02916 -3.11727 1.76 -1.95 0.70
H 3.56066 1.19642 -6.73351 -0.05 -0.10 -0.26
H 0.38201 -1.44967 4.93395 0.16 -0.17 0.13
H 3.11507 -3.91582 -0.59946 -0.61 0.31 0.31
H -4.12047 2.34486 -4.72918 -0.14 0.12 -0.05
H -3.09249 4.28311 -0.41525 -0.25 -0.10 -0.24
H -0.50911 1.85493 5.45939 0.19 0.19 0.52
H -3.27644 -4.99018 -0.46457 0.43 -0.12 0.67
H 1.29244 3.31509 -0.13386 -0.35 0.50 -0.03
H -0.91698 0.45214 6.50485 -0.51 -0.23 -0.58
H -2.14534 1.41603 3.56757 0.04 -0.03 -0.21
O -3.69413 -1.80584 -1.13312 0.26 1.88 -0.68
H 1.80274 4.07557 -2.64341 -0.14 0.11 0.16
H 4.27374 5.19538 -0.06212 0.31 0.14 -0.18
H -6.01116 -2.86054 -1.32068 0.02 0.15 0.04
C -0.43518 3.92171 1.85480 -0.10 0.50 2.86
H 3.17472 -1.40587 1.35695 -0.45 0.11 -0.23
H 0.40691 5.89169 1.76131 0.18 0.05 0.00
H 3.70255 -2.85691 4.03075 -1.09 0.13 0.08
H -0.76830 -4.24033 5.00456 -0.28 0.43 -0.06
C 3.93382 -2.40005 3.06851 -0.90 -2.32 -0.16
C -1.08595 -4.80709 4.12936 1.38 -0.23 -0.55
H -0.79700 -2.44661 3.14383 -0.24 0.84 0.43
H -5.15717 3.76787 2.23129 -0.03 -0.14 0.08
H 2.86326 -2.23403 -1.34591 -0.28 -0.20 0.35
H 5.06286 -3.28869 1.39177 0.05 0.29 -0.08
C 2.50577 -3.89775 -2.64319 -2.36 -0.30 -1.16
O -0.29496 3.85044 0.49488 0.41 -0.18 -1.90
O 1.30083 0.64896 -4.31264 -0.54 -0.33 -1.16
H 2.00110 -2.58819 2.08210 0.24 -0.15 -0.45
H 3.20939 5.11673 -2.53234 0.31 -0.19 -0.27
C -3.32096 2.99020 -4.36528 0.66 -0.12 -0.44
C -0.38561 5.40768 2.33206 0.40 -0.69 -0.41
H 1.42380 0.51215 -3.37043 -0.06 -0.09 0.64
H -3.61320 3.30511 -3.36352 0.15 0.17 0.21
H -0.11216 5.48284 3.38452 -0.28 0.02 0.05
C 4.54793 -3.57280 2.30951 -0.40 -0.62 -0.49
C 3.65350 4.36795 0.28250 1.50 0.89 -0.73
O -0.88254 2.74200 -3.93317 -1.20 0.20 -0.18
H -1.07847 4.22514 0.08584 -0.05 -0.05 -0.10
H -4.31548 -2.85667 0.51586 -0.01 0.07 0.32
C -1.99261 0.36116 3.79564 0.37 -0.34 0.22
H -2.96567 1.82063 -1.00058 0.10 0.26 0.01
C -3.29680 1.78886 0.03742 -0.80 -0.14 0.80
C -0.36539 -5.29006 1.67136 0.44 0.05 1.50
H -5.83533 2.18968 1.72678 -0.24 0.28 -0.28
H 0.10802 0.37550 3.46752 0.48 0.41 0.45
H 1.62441 3.57342 2.19544 0.28 -0.70 -0.30
C 2.59994 0.79472 -4.89110 -0.74 0.59 -0.44
H -2.36990 1.32049 -3.55168 0.07 -0.20 0.36
H 5.24952 -4.14028 2.92094 0.06 0.24 0.12
O -1.59530 -1.04973 0.61323 0.79 1.20 -0.97
H 1.87521 1.75495 -6.74167 0.02 0.13 0.30
C -0.55130 0.11485 4.29544 -2.44 -0.07 0.72
H -2.07681 -3.67278 0.07754 0.10 -0.65 0.06
O -3.50074 4.14677 0.44286 0.90 1.39 0.70
H -2.64677 4.76614 -4.94867 0.20 -0.18 0.18
O -3.27322 4.10813 -5.25881 -0.05 -0.62 0.14
O -0.46889 -1.27593 4.52484 0.26 -1.17 -0.28
H -0.64311 1.03236 -0.99836 -0.48 0.15 0.73
H -1.29576 5.96690 2.11524 -0.15 -0.21 0.14
H 2.75375 2.15584 -3.29629 0.11 -0.16 0.19
C 2.44128 4.61496 -1.94382 0.87 0.84 -0.88
C -4.01103 -2.98720 -0.52259 -0.01 -1.75 -0.70
H 0.71521 3.21225 3.59455 -0.41 -0.02 0.08
O 4.93737 -1.55725 3.44013 1.10 2.22 0.16
C -2.85793 -3.99448 -0.61127 -0.28 0.39 0.01
H 0.27939 -0.26159 1.12086 -0.03 0.47 0.00
H -5.49989 -4.47698 -0.89914 -0.01 -0.13 -0.06
H 3.76625 3.00003 -1.48014 0.28 0.15 0.26
H 3.00387 2.96518 -4.77440 0.08 -0.18 -0.46
H 2.96980 4.88847 0.95310 -0.70 -0.43 -0.32
C 0.69830 3.09309 2.51122 -0.64 1.11 -0.08
H -2.00911 1.47475 -5.22262 0.34 0.35 -0.34
H 0.59693 -4.98842 -3.02491 0.18 0.01 -0.17
H 0.61864 -4.00772 3.20577 0.47 -0.16 -0.49
H -1.32188 -5.76983 1.46387 -0.25 0.46 0.14
O -1.01476 -3.06021 2.43837 0.02 0.16 -0.59
H 2.15642 -1.06090 2.81470 0.41 0.41 0.06
C 3.19742 2.01244 -4.28152 0.78 0.90 1.30
C -4.26123 2.97094 0.42395 0.66 -1.83 -0.27
H 3.20474 -0.06138 -4.59208 0.05 -0.28 -0.29
H -4.34001 2.18068 2.49550 0.52 0.38 0.01
H 4.32917 3.78999 0.91300 -0.24 -0.49 -0.15
H 1.62450 0.95011 -0.81859 -0.05 0.73 0.18
H 2.90908 -5.27121 -4.01158 -0.26 0.31 0.13
H 3.76686 -4.27161 2.01002 -0.10 -0.12 -0.05
H -2.19897 -0.27357 2.93388 0.07 0.30 -0.24
H -4.88053 -3.69293 -2.36559 0.21 -0.02 0.03
C 3.06984 3.65551 -0.95723 -1.07 1.09 1.47
H -2.44880 -4.02689 -1.62105 -0.01 0.34 -0.13
C -5.15408 -3.53397 -1.32252 -1.15 -0.37 0.07
H -0.13938 2.13889 -4.00771 0.33 -0.43 -0.20
H -2.45170 1.73660 0.72384 0.32 0.63 -0.10
H -0.70781 -0.41731 -1.81555 0.56 -0.61 -0.20
H 2.59660 -3.26727 -3.52769 -0.91 1.06 0.33
H -0.58598 -5.76197 4.29163 -0.48 -0.45 0.12
H 0.34360 -1.62829 0.05745 -0.01 -0.39 0.20
H 0.24773 -6.08834 2.08961 0.25 -0.23 -0.36